Computed, not measured: the molecule C19H24N2O2S, with wB97M-V/def2-TZVPD.

```
48
Properties=species:S:1:pos:R:3:lowdin_charge:R:1
S 1.522 -1.347 -1.522 0.90
N 1.006 0.494 1.049 0.10
C 4.758 -2.756 0.377 -0.08
H -4.777 -0.493 2.016 0.12
C 2.863 -1.469 -0.361 -0.48
H 4.522 0.154 2.076 0.12
H 3.413 -3.356 -1.181 0.10
C -4.394 -3.662 -0.265 -0.09
C 4.287 -0.633 1.374 -0.02
H 0.622 -0.417 0.849 0.12
C 2.323 0.731 0.866 -0.48
H -2.339 1.763 -1.687 0.08
O 2.827 1.829 1.021 0.06
C -2.590 -1.477 -0.349 0.00
C 5.086 -1.757 1.280 -0.07
H 0.961 1.007 -1.666 0.00
H -1.571 2.722 1.052 0.15
C 3.150 -0.486 0.584 -0.15
H -2.205 3.484 -1.269 0.09
C -1.752 -0.375 -0.339 -0.05
H -5.211 -4.345 -0.035 0.09
C -3.080 0.643 1.359 -0.03
H -0.918 -0.349 -1.021 0.06
O -4.575 -2.554 0.583 -0.09
H -4.449 -3.375 -1.320 0.10
C -3.922 -0.449 1.360 0.00
H 1.544 0.321 -3.208 0.03
C 0.382 3.387 -0.672 -0.08
H 2.709 0.703 -1.919 0.05
C -3.685 -1.526 0.505 -0.28
C 0.109 1.503 1.549 -0.11
H 1.296 3.102 -0.159 0.06
H -1.256 2.811 -2.614 0.09
H -2.371 -2.287 -1.027 0.10
H 0.644 3.680 -1.688 0.09
H -3.282 1.467 2.028 0.12
H -3.439 -4.164 -0.074 0.10
H -0.355 1.143 2.476 0.13
H 0.720 2.377 1.783 0.12
H -0.059 4.257 -0.164 0.10
C 1.702 0.362 -2.134 -0.34
H 5.369 -3.643 0.299 0.10
N -0.542 2.265 -0.740 -0.25
C -1.649 2.601 -1.619 -0.08
C -1.980 0.698 0.509 -0.22
C 3.661 -2.603 -0.448 -0.11
C -1.034 1.875 0.579 -0.28
H 5.958 -1.854 1.908 0.10
```

Results
highest occupied orbital energy: -8.297 eV
ΔE to the lowest compared entry with this formula, charge and spin: 1.285 eV
molar mass: 344.48 g/mol
total charge: 0
frontier orbital gap: 8.94 eV
LUMO: 0.64 eV
SMILES: COc1ccc([C@@H](CNC(=O)c2ccccc2SC)N(C)C)cc1

***

Computed, not measured: a cluster of 2 separate species, C4H12N3 in total, with wB97M-V/def2-TZVPD.

```
19
Properties=species:S:1:pos:R:3:lowdin_charge:R:1
H -0.562 1.747 -2.246 0.03
N -1.862 -1.413 -0.016 0.05
C 0.570 1.537 -0.483 -0.47
H 0.188 -3.479 1.189 0.08
H -0.078 3.315 -1.414 0.05
H 0.259 -2.734 -0.310 0.06
C 1.242 2.006 0.770 -0.08
H 0.966 -0.253 -1.599 0.02
C -1.335 -2.232 0.802 -0.38
H -2.831 -1.265 0.234 0.05
H 2.257 1.565 0.846 0.07
N -0.054 -2.673 0.653 0.06
N 0.538 0.094 -0.627 0.05
H -0.425 -0.268 -0.607 0.05
H -1.859 -2.565 1.690 0.12
C -0.046 2.235 -1.433 0.01
H 0.665 1.688 1.645 0.07
H 1.061 -0.400 0.112 0.08
H 1.305 3.095 0.793 0.08
```

Results
highest occupied orbital energy (spin up / spin down): -3.126 / -9.358 eV
ΔE to the lowest compared entry with this formula, charge and spin: 1.844 eV
molar mass: 102.16 g/mol
total charge: 0
frontier orbital gap (spin up / spin down): 3.80 / 9.88 eV
LUMO (spin up / spin down): 0.68 / 0.52 eV
spin multiplicity: 2

***

Computed, not measured: a structure of composition C47H39GeIrN4O6, with wB97M-V/def2-TZVPD.

```
98
Properties=species:S:1:pos:R:3:lowdin_charge:R:1
H -5.765 1.451 1.190 0.13
H -5.801 -1.888 2.442 0.11
C 4.077 2.189 -0.268 -0.12
O 4.497 6.275 -1.197 0.14
C 1.689 3.573 3.417 -0.07
H -2.153 -2.812 8.176 0.11
C 1.676 2.834 -0.107 -0.16
H -1.353 2.160 3.856 0.09
C -1.571 2.490 -2.948 -0.11
C -0.675 -0.733 5.913 -0.26
H 1.597 6.289 -0.524 0.12
C 4.590 -0.155 -0.390 0.01
H 2.166 -1.228 2.071 0.06
H 6.067 1.388 -0.494 0.14
C -3.772 1.769 -3.749 0.02
C 2.026 4.178 -0.266 -0.04
H -1.654 -2.859 2.241 0.09
C -4.330 3.054 1.326 0.00
C -0.229 0.262 6.795 -0.11
H 5.459 3.871 -0.367 0.15
C 3.228 -0.419 -0.229 -0.06
C -1.152 -0.968 8.651 -0.07
H 0.242 3.035 -2.388 0.15
H -4.045 -0.214 0.477 0.13
C 0.316 3.470 3.605 -0.08
C -3.012 2.641 -2.971 -0.18
H 5.278 -0.979 -0.510 0.13
C -2.047 2.560 0.655 -0.09
H -5.189 4.071 -3.419 0.11
C -1.617 -1.957 7.787 -0.08
N -0.736 3.246 -2.228 0.19
C -0.977 4.057 -1.033 -0.20
H -1.338 -1.051 9.714 0.11
H 2.453 -2.958 2.314 0.13
C -0.721 3.176 0.247 -0.21
H -5.044 3.775 1.701 0.13
Ir 0.348 0.340 0.172 1.54
C 3.426 4.468 -0.270 -0.08
N 3.852 5.884 -0.255 -0.38
C 0.974 -2.129 3.641 -0.23
C 1.137 5.314 -0.576 0.01
N 2.337 0.549 -0.070 -0.07
C 1.685 -2.182 2.283 -0.18
Ge -0.319 -0.693 3.982 1.00
H -0.446 3.873 1.041 0.14
O 3.537 6.524 0.724 0.12
C -3.007 3.441 1.116 0.00
H -2.018 4.342 -1.039 0.12
H -3.967 -3.364 1.675 0.11
H 1.728 -2.003 4.422 0.09
C 5.018 1.146 -0.385 0.05
C -2.439 1.202 0.488 -0.29
C -0.126 5.287 -0.995 0.01
H -3.771 0.138 -5.113 0.13
H 2.483 0.289 3.401 0.09
C -0.455 0.141 8.152 -0.08
O 0.359 -3.692 1.010 0.13
C 1.857 1.173 3.424 -0.11
H -2.729 4.474 1.301 0.14
C 2.727 1.859 -0.130 -0.15
C -4.479 -0.496 3.400 -0.10
H -5.063 4.871 -1.833 0.11
C -1.398 -1.832 6.430 -0.10
C -4.734 1.746 1.050 -0.04
C -3.161 -0.192 3.710 -0.11
C -4.927 3.940 -2.371 0.01
H 0.480 -3.081 3.846 0.09
O 0.379 -1.594 0.322 -0.24
H 2.160 4.547 3.364 0.11
O -3.525 3.625 -2.247 -0.06
C -0.985 1.485 -3.778 0.01
H 0.319 1.120 6.423 0.09
H -2.956 0.675 4.328 0.10
C -3.745 -2.468 2.238 -0.07
H -4.847 1.857 -3.757 0.12
C -3.801 0.827 0.641 0.04
H -1.785 -2.591 5.760 0.10
H -5.529 3.154 -1.917 0.10
H -0.283 4.367 3.708 0.11
C 0.477 1.051 3.602 -0.29
H -0.611 6.223 -1.240 0.13
H -5.278 0.142 3.757 0.11
H 3.534 2.499 3.213 0.11
N 0.401 2.281 0.032 -0.11
C 0.753 -2.568 1.158 -0.62
C -2.115 -1.023 3.287 -0.28
H 0.093 1.379 -3.767 0.13
C -0.284 2.220 3.689 -0.11
C 4.426 3.559 -0.298 0.08
H 2.846 -1.430 -0.209 0.12
C -4.772 -1.636 2.663 -0.09
C -2.425 -2.171 2.558 -0.09
C -3.161 0.801 -4.515 0.01
H -1.293 -0.103 -5.145 0.13
O -1.605 0.241 0.237 -0.13
H -0.087 0.898 8.830 0.11
C 2.459 2.422 3.327 -0.07
C -1.752 0.663 -4.536 -0.02
```

Results
highest occupied orbital energy (spin up / spin down): -12.502 / -12.502 eV
ΔE to the lowest compared entry with this formula, charge and spin: 0.511 eV
molar mass: 1020.68 g/mol
total charge: +2
frontier orbital gap (spin up / spin down): 6.35 / 3.96 eV
LUMO (spin up / spin down): -6.15 / -8.54 eV
spin multiplicity: 5

***

Computed, not measured: a structure of composition C15H8Cl16O4S, with wB97M-V/def2-TZVPD.

```
44
Properties=species:S:1:pos:R:3:lowdin_charge:R:1
O 1.090 -1.316 0.275 -0.04
H 1.977 3.284 0.874 0.13
H -4.404 -1.021 1.190 0.11
Cl -2.742 0.575 -4.976 0.51
Cl 8.609 -1.445 -0.849 0.51
H -4.762 4.350 0.914 0.09
C -1.240 1.671 0.008 -0.17
C -2.057 -0.783 0.901 0.00
Cl 9.852 -3.467 -2.518 0.52
Cl 3.560 -0.605 1.675 0.67
H -3.003 3.218 -0.353 0.11
O -0.038 3.451 -1.331 0.01
Cl 5.675 -2.567 1.343 0.50
Cl 6.275 0.032 2.485 0.53
Cl 8.114 -4.257 -0.334 0.50
C 0.645 -0.168 0.550 -0.27
H -6.167 1.012 0.683 0.12
C -3.875 1.159 0.397 -0.21
Cl -0.885 -6.417 0.711 0.53
C -2.731 2.146 -0.042 -0.15
C -0.841 -4.727 0.166 -1.98
C -0.926 0.202 0.491 -0.03
Cl -2.195 -4.426 -0.944 0.53
Cl -0.334 2.108 -4.451 0.54
O -6.749 3.589 2.015 -0.42
Cl 4.724 -1.897 4.001 0.53
C -2.045 1.904 -4.021 -1.95
H 2.519 0.880 1.661 -0.03
C 5.059 -1.260 2.376 -1.96
Cl 0.692 -4.414 -0.671 0.55
C -5.373 1.760 0.359 -0.20
C -3.560 -0.312 0.855 0.03
Cl -2.181 1.527 -2.282 0.72
H -1.748 -1.849 1.234 -0.05
H -5.536 2.216 -0.677 0.11
C 0.003 2.630 -0.377 -0.28
C 1.602 1.071 0.967 -0.07
C 1.312 2.411 0.545 0.04
C 8.393 -3.041 -1.599 -2.03
Cl -0.980 -3.649 1.574 0.60
O -4.449 2.785 2.692 -0.41
Cl -2.927 3.408 -4.369 0.52
S -5.344 3.230 1.545 0.76
Cl 6.995 -2.996 -2.694 0.51
```

Results
highest occupied orbital energy: -9.238 eV
ΔE to the lowest compared entry with this formula, charge and spin: 7.042 eV
molar mass: 851.54 g/mol
total charge: 0
frontier orbital gap: 7.68 eV
LUMO: -1.56 eV